No. 1
DFT (the ωB97M-V functional and the def2-TZVPD basis) results for a cluster of 2 separate species, C6H12NO3 in total at a distorted geometry.

```
22
Properties=species:S:1:pos:R:3:forces:R:3
C 0.55474 1.29073 1.10434 -0.31 0.72 -0.25
H 0.87038 0.50188 -2.18017 -0.04 0.27 -0.11
O 0.51081 -0.74856 3.98030 -0.16 -0.15 -0.38
H 0.51080 -0.97664 -3.01247 -0.08 0.02 0.11
H 0.30755 0.50911 -3.90507 0.11 0.28 0.17
H -0.34047 0.78502 0.76114 0.06 -0.45 -0.17
N 0.09506 -1.56100 1.89174 -0.20 -0.10 -0.99
C 0.59149 -0.66549 2.75095 0.23 0.24 0.84
H 1.14487 1.57613 0.23157 0.03 -0.15 -0.02
H 1.60070 1.12367 3.00114 0.36 0.07 -0.04
H 2.25260 0.10707 1.69638 0.76 -0.20 -0.26
H -0.63394 -2.20793 2.14810 0.19 0.08 0.58
H 0.01755 -1.36720 0.87805 -0.04 0.00 0.19
C -1.26327 0.11295 -2.44335 0.68 0.12 0.49
C -1.43497 -0.50566 -1.03703 -0.18 -0.25 0.09
O -0.68492 -1.48743 -0.76451 0.12 0.15 -0.17
C 0.19089 0.06395 -2.91152 -0.12 -0.66 -0.31
C 1.36701 0.50745 2.13931 -1.35 -0.01 0.31
H 0.12655 2.22882 1.47750 0.36 -0.06 0.36
H -1.89167 -0.43286 -3.13771 -0.25 -0.10 -0.18
H -1.60482 1.14241 -2.38528 -0.21 0.11 -0.09
O -2.28693 0.00361 -0.28339 0.04 0.07 -0.15
```
Forces are in eV/Å.

Calculated values
relative energy (zero: lowest compared OMol25 entry of this formula, charge and spin)	0.011	eV
E_HOMO	-4.793	eV
charge	-1
LUMO	3.852	eV
calculated total energy	-516.40169	Eh
2S+1	1

No. 2
DFT (the ωB97M-V functional and the def2-TZVPD basis) results for the molecule C2H2N2O3 at a distorted geometry.

```
9
Properties=species:S:1:pos:R:3:forces:R:3
O 1.81337 0.60115 0.52602 0.61 1.01 -1.26
H -2.07476 0.73609 -0.04268 1.48 -1.82 -1.99
N -1.36278 0.29365 -0.79240 -1.80 1.31 0.89
H 2.09836 1.52019 0.12442 -1.33 -2.67 1.02
C 0.63494 0.16139 0.03331 0.58 4.38 -0.86
O 0.20849 -2.09544 0.90390 1.22 2.69 -2.21
O -1.09426 -1.10234 -0.39765 -6.98 2.31 -3.74
N -0.21659 0.98819 -0.48974 0.93 -0.74 0.56
C -0.00677 -1.10288 0.13481 5.30 -6.46 7.60
```
Forces are in eV/Å.

Calculated values
relative energy (zero: lowest compared OMol25 entry of this formula, charge and spin)	3.600	eV
E_HOMO	-9.991	eV
SMILES	O=c1o[nH]nc1O
LUMO	-0.157	eV
calculated total energy	-412.51868	Eh
2S+1	1